Entry 1:
The molecule C22H28N4O2S, computed with ωB97M-V/def2-TZVPD.

The geometry in ORCA input format:
```
! wB97M-V def2-TZVPD RIJCOSX def2/J DEFGRID3
* xyz 0 1
C -2.69 -3.23 -3.39
C -2.01 -1.89 -3.15
C -1.27 -1.86 -1.81
C -0.56 -0.52 -1.62
N 0.36 -0.20 -2.70
C 1.62 -0.92 -2.65
C 2.75 -0.01 -2.15
C 2.47 0.48 -0.78
N 2.75 -0.19 0.31
C 2.28 0.56 1.35
C 2.28 0.30 2.71
C 1.70 1.25 3.54
N 1.57 1.02 4.92
S 0.01 1.10 5.54
O -0.33 2.47 5.79
O -0.03 0.17 6.63
C -0.97 0.51 4.15
C -1.79 1.38 3.47
C -2.45 0.94 2.33
C -2.27 -0.36 1.89
C -1.45 -1.23 2.59
C -0.80 -0.80 3.73
C 1.16 2.44 3.03
C 1.15 2.70 1.68
C 1.70 1.75 0.84
N 1.83 1.67 -0.53
C 1.37 2.62 -1.49
C -0.33 -0.23 -3.98
C -1.02 -1.56 -4.27
H -3.40 -3.45 -2.59
H -3.22 -3.23 -4.33
H -1.95 -4.03 -3.41
H -2.78 -1.11 -3.14
H -1.97 -2.03 -0.99
H -0.54 -2.68 -1.79
H -0.01 -0.52 -0.68
H -1.31 0.28 -1.57
H 1.56 -1.79 -1.99
H 1.88 -1.28 -3.65
H 3.68 -0.59 -2.12
H 2.88 0.83 -2.83
H 2.70 -0.61 3.10
H 2.03 0.18 5.24
H -1.90 2.39 3.84
H -3.09 1.62 1.79
H -2.77 -0.69 1.00
H -1.32 -2.25 2.25
H -0.16 -1.46 4.30
H 0.74 3.14 3.74
H 0.73 3.62 1.31
H 0.63 3.27 -1.02
H 0.90 2.09 -2.32
H 2.19 3.24 -1.86
H 0.39 0.01 -4.76
H -1.08 0.57 -3.96
H -0.27 -2.36 -4.33
H -1.53 -1.51 -5.23
*
```

The calculation puts the energy above the lowest of the compared OMol25 structures with the same formula, charge and spin at 125.9 kJ/mol. The value obtained for the energy is -1622.83854 Ha. Its SMILES is CC1CCN(CCc2nc3cc(NS(=O)(=O)c4ccccc4)ccc3n2C)CC1. The value obtained for the LUMO energy is 0.47 eV. The HOMO energy is -8.11 eV.

***

Entry 2:
The molecule C22H28N4O3S in a non-equilibrium geometry, computed with ωB97M-V/def2-TZVPD.

The geometry in ORCA input format:
```
! wB97M-V def2-TZVPD RIJCOSX def2/J DEFGRID3
* xyz 0 1
C -1.95 -4.73 0.04
C -0.99 -3.68 0.49
C -0.84 -3.22 1.76
S 0.35 -1.97 1.83
C 0.55 -2.17 0.09
N 1.44 -1.36 -0.57
C 1.41 -0.90 -1.86
O 2.27 -0.10 -2.21
C 0.28 -1.33 -2.74
C -0.80 -0.24 -2.69
C -1.31 -0.05 -1.26
O -2.07 -0.87 -0.78
N -0.91 1.02 -0.54
C 0.00 2.08 -0.94
C 1.04 2.35 0.16
O 0.79 3.05 1.12
N 2.22 1.74 -0.02
C 3.30 1.86 0.94
C 4.65 1.79 0.22
C 4.91 0.29 0.07
C 4.42 -0.29 1.40
C 3.33 0.66 1.91
C -1.57 1.19 0.75
C -3.07 1.29 0.62
C -3.90 0.64 1.53
C -5.27 0.75 1.43
C -5.84 1.51 0.43
C -5.02 2.17 -0.48
C -3.65 2.06 -0.38
N -0.19 -3.09 -0.43
H -2.72 -4.26 -0.57
H -2.42 -5.21 0.90
H -1.44 -5.47 -0.56
H -1.34 -3.53 2.65
H 2.14 -0.92 0.02
H -0.14 -2.28 -2.39
H 0.64 -1.43 -3.76
H -1.66 -0.58 -3.27
H -0.44 0.68 -3.14
H -0.56 3.01 -1.09
H 0.51 1.82 -1.86
H 2.41 1.21 -0.86
H 3.14 2.80 1.47
H 4.63 2.32 -0.73
H 5.42 2.24 0.86
H 5.95 0.07 -0.12
H 4.32 -0.10 -0.77
H 4.07 -1.32 1.29
H 5.25 -0.32 2.11
H 3.56 1.01 2.92
H 2.35 0.19 1.96
H -1.18 2.09 1.22
H -1.33 0.33 1.39
H -3.46 0.03 2.31
H -5.90 0.23 2.14
H -6.91 1.60 0.35
H -5.46 2.76 -1.27
H -3.02 2.57 -1.09
*
```

The calculation puts the energy above the lowest of the compared OMol25 structures with the same formula, charge and spin at 68.3 kJ/mol. The value obtained for the energy is -1698.13553 Ha. Its SMILES is Cc1csc(NC(=O)CCC(=O)N(CC(=O)NC2CCCC2)Cc2ccccc2)n1. The value obtained for the LUMO energy is 0.58 eV. The HOMO energy is -8.63 eV.

***

Entry 3:
The molecule C22H28N6O2, computed with ωB97M-V/def2-TZVPD.

The geometry in ORCA input format:
```
! wB97M-V def2-TZVPD RIJCOSX def2/J DEFGRID3
* xyz 0 1
C -7.90 -1.46 1.58
C -7.06 -0.20 1.35
N -5.98 -0.44 0.44
C -4.80 -1.04 0.70
C -4.11 -1.12 -0.49
C -2.72 -1.63 -0.72
N -1.67 -0.64 -0.55
C -1.56 -0.13 0.80
C -0.26 0.65 0.95
C -0.28 1.82 -0.03
N 0.90 2.66 0.07
N 0.73 3.98 0.04
C 1.92 4.52 0.14
C 2.91 3.54 0.23
C 2.22 2.35 0.18
N 2.72 1.04 0.28
C 2.91 0.22 -0.79
O 2.54 0.52 -1.91
C 3.56 -1.10 -0.51
C 3.53 -1.99 -1.58
C 4.09 -3.25 -1.51
C 4.69 -3.64 -0.33
C 4.74 -2.78 0.75
C 4.18 -1.51 0.68
O 4.21 -0.63 1.74
C 4.87 -1.01 2.93
C -0.48 1.30 -1.45
C -1.75 0.45 -1.50
C -4.98 -0.54 -1.42
N -6.10 -0.14 -0.85
H -8.30 -1.81 0.64
H -8.72 -1.24 2.25
H -7.29 -2.24 2.02
H -6.66 0.16 2.30
H -7.68 0.58 0.90
H -4.54 -1.35 1.69
H -2.64 -2.02 -1.74
H -2.51 -2.45 -0.02
H -1.56 -0.98 1.49
H -2.42 0.52 1.07
H 0.57 -0.02 0.71
H -0.15 1.01 1.97
H -1.11 2.50 0.22
H 2.04 5.59 0.14
H 3.97 3.67 0.31
H 3.17 0.80 1.15
H 3.05 -1.65 -2.49
H 4.05 -3.92 -2.35
H 5.14 -4.62 -0.24
H 5.22 -3.11 1.66
H 4.39 -1.87 3.40
H 4.78 -0.15 3.59
H 5.93 -1.21 2.75
H 0.37 0.70 -1.76
H -0.57 2.14 -2.14
H -1.86 0.03 -2.50
H -2.63 1.10 -1.31
H -4.83 -0.40 -2.48
*
```

The calculation puts the energy above the lowest of the compared OMol25 structures with the same formula, charge and spin at 160.9 kJ/mol. The value obtained for the energy is -1334.13432 Ha. Its SMILES is CCn1cc(CN2CCC(n3nccc3NC(=O)c3ccccc3OC)CC2)cn1. The value obtained for the LUMO energy is 0.51 eV. The HOMO energy is -8.43 eV.

***

Entry 4:
The molecule C22H28N6O5 in a non-equilibrium geometry, computed with ωB97M-V/def2-TZVPD.

The geometry in ORCA input format:
```
! wB97M-V def2-TZVPD RIJCOSX def2/J DEFGRID3
* xyz 0 1
C -3.06 -0.48 0.48
O -2.08 -0.05 1.39
C -2.58 0.37 2.63
C -1.37 0.67 3.53
N -0.50 1.59 2.86
C -0.57 2.93 2.80
N 0.25 3.47 1.92
C 0.87 2.41 1.35
C 0.44 1.22 1.92
C 0.95 -0.05 1.52
O 0.71 -1.14 1.99
N 1.86 0.09 0.47
C 2.31 -1.17 -0.09
C 1.08 -1.99 -0.48
O 0.13 -1.48 -1.03
N 1.18 -3.32 -0.19
C 0.21 -4.35 -0.36
O 0.49 -5.46 0.03
N -0.91 -3.96 -0.97
C -2.06 -4.82 -1.22
C -1.64 -5.99 -2.11
C -3.11 -3.96 -1.93
C -2.61 -5.34 0.11
C 2.30 1.26 -0.14
O 3.11 1.23 -1.05
N 1.81 2.44 0.37
C 2.20 3.70 -0.25
C 1.22 4.07 -1.34
C 1.41 3.60 -2.63
C 0.49 3.90 -3.62
C -0.62 4.68 -3.32
C -0.81 5.15 -2.03
C 0.10 4.84 -1.04
H -2.52 -0.75 -0.43
H -3.60 -1.35 0.87
H -3.78 0.32 0.25
H -3.20 -0.42 3.09
H -3.20 1.27 2.51
H -1.70 1.08 4.48
H -0.82 -0.26 3.68
H -1.23 3.51 3.42
H 2.90 -0.94 -0.98
H 2.92 -1.70 0.65
H 1.99 -3.64 0.32
H -0.98 -2.97 -1.19
H -2.49 -6.63 -2.31
H -0.86 -6.56 -1.62
H -1.25 -5.62 -3.06
H -3.42 -3.13 -1.30
H -3.99 -4.56 -2.17
H -2.71 -3.56 -2.86
H -2.89 -4.50 0.75
H -3.49 -5.95 -0.06
H -1.85 -5.93 0.61
H 3.20 3.57 -0.66
H 2.20 4.46 0.54
H 2.27 2.98 -2.85
H 0.64 3.53 -4.62
H -1.33 4.92 -4.10
H -1.68 5.75 -1.80
H -0.05 5.19 -0.03
*
```

The calculation puts the energy above the lowest of the compared OMol25 structures with the same formula, charge and spin at 2.2 kJ/mol. The value obtained for the energy is -1559.99848 Ha. Its SMILES is COCCn1cnc2c1c(=O)n(CC(=O)NC(=O)NC(C)(C)C)c(=O)n2Cc1ccccc1. The value obtained for the LUMO energy is 0.63 eV. The HOMO energy is -8.47 eV.

***

Which of these has the lowest HOMO energy?
C22H28N4O3S